[1]
14
Properties=species:S:1:pos:R:3:mulliken_charge:R:1 method="wB97M-V/def2-TZVPD" de_lowest_kcal_mol=36.2 smiles="CO[C@@H](C)C=O" orbital_gap_ev=10.49 homo_ev=-9.59 lumo_ev=0.89
C 1.9404 -0.0036 -0.5288 -0.726
O 0.8172 -0.6874 -0.0249 -0.354
C -0.3856 0.0423 -0.1067 0.491
C -1.5390 -0.9473 -0.0393 -1.343
C -0.5194 1.0966 0.9969 -0.069
O -1.5632 1.6716 1.2028 -0.474
H 2.7978 -0.6725 -0.4137 0.249
H 1.8178 0.2516 -1.5946 0.310
H 2.1397 0.9244 0.0277 0.289
H -0.4334 0.5910 -1.0641 0.255
H -1.4393 -1.6804 -0.8432 0.343
H -1.5266 -1.4788 0.9171 0.336
H -2.4910 -0.4231 -0.1407 0.375
H 0.3844 1.3157 1.6116 0.316


[2]
85
Properties=species:S:1:pos:R:3:mulliken_charge:R:1 method="wB97M-V/def2-TZVPD" orbital_gap_ev=1.42 homo_ev=-4.34 lumo_ev=-2.92
C 1.1534 2.4867 0.7302 -0.454
O 0.5276 2.0549 -0.4921 -0.054
C 0.1213 0.6455 -0.3904 -0.058
C 0.1369 0.0726 -1.9215 -0.068
C 1.6490 -0.1848 -2.4403 -0.440
C 2.0482 -1.7471 -2.5107 -0.818
C 3.2309 -2.1638 -1.4582 0.263
C 2.4888 -2.8976 -0.2153 0.002
C 3.4590 -3.3739 0.9960 -0.536
C 4.5095 -4.5504 0.6226 -0.664
S 3.8616 -5.8341 -0.5837 -0.051
C 2.1951 -6.4001 -0.0695 0.341
C 1.7210 -6.5971 1.4408 -0.221
C 0.3095 -7.0332 1.8953 -0.311
N -0.7260 -7.2871 0.9285 -0.596
C -0.3397 -7.1524 -0.4455 -0.179
C 1.0021 -6.7359 -1.0970 -0.315
H 1.0075 1.7458 1.6140 0.274
H 2.2825 2.6415 0.5491 0.295
H 0.7085 3.5530 1.0617 0.259
H 0.8486 0.0424 0.2894 0.224
H -0.9402 0.6670 0.0563 -0.175
H -0.3254 0.9281 -2.5528 -0.062
H -0.5541 -0.8417 -2.0254 0.205
H 1.7067 0.2510 -3.5154 0.267
H 2.3416 0.3924 -1.7321 0.251
H 1.0994 -2.3374 -2.1925 0.203
H 2.2729 -2.0749 -3.5883 0.425
H 3.7593 -1.1919 -1.1544 0.334
H 3.9392 -2.9124 -2.0079 -0.270
H 1.7615 -2.1148 0.2449 -0.162
H 1.8246 -3.7218 -0.6537 0.217
H 4.1022 -2.4458 1.2773 0.331
H 2.8315 -3.6111 1.9403 0.298
H 5.5184 -4.1093 0.2350 0.273
H 4.7566 -5.1220 1.6053 0.422
H 3.7201 -5.1235 -1.8049 -0.005
H 2.4990 -6.3825 2.2700 0.213
H 0.0818 -7.1076 3.0214 0.287
H -1.1804 -7.3957 -1.2092 0.278
H 1.1683 -6.6475 -2.2368 0.261
C -3.5044 -4.5775 -0.6694 -0.757
C -4.6467 -3.8167 -0.0244 -0.306
O -4.1990 -2.5550 0.4712 -0.378
C -4.0908 -1.5622 -0.4513 -0.029
O -4.3452 -1.7005 -1.6203 -0.529
C -3.6432 -0.2628 0.2153 1.008
F -2.6208 -0.4564 1.0738 -0.254
F -4.6392 0.3057 0.9304 -0.294
F -3.2248 0.6772 -0.6795 0.193
H -2.6683 -4.6783 0.0267 0.311
H -3.8297 -5.5762 -0.9784 0.269
H -3.1263 -4.0516 -1.5485 0.365
H -5.0210 -4.3790 0.8377 0.602
H -5.4895 -3.6844 -0.7167 0.047
Cl 1.5436 4.8863 0.5830 -0.144
C -1.4899 4.2618 5.4264 -1.330
C -1.1628 3.8497 4.0142 0.965
O -0.4328 2.9066 3.7665 -0.532
N -1.7162 4.5755 2.9981 0.131
C -2.5946 5.7143 3.1046 -1.461
H -0.9821 3.5982 6.1260 0.293
H -1.1468 5.2839 5.6068 0.331
H -2.5676 4.1876 5.5982 0.257
H -1.4556 4.2436 2.0707 0.064
H -3.5316 5.4711 2.5917 0.352
H -2.1203 6.5623 2.6030 0.575
H -2.8064 5.9799 4.1399 0.331
O -0.0334 1.6868 -4.6575 -0.642
H -0.3328 2.5122 -4.2524 0.315
H -0.8443 1.2847 -4.9948 0.312
K -4.6168 6.6204 4.0482 0.981
Br -3.9904 1.4416 -2.3721 -0.557
B 1.8477 7.5835 -1.2570 0.762
O 2.6652 8.0583 -2.3855 -0.480
C 2.2290 9.2757 -2.7087 0.583
O 2.6896 9.9507 -3.6004 -0.612
C 1.1253 9.6508 -1.8248 0.614
O 0.5089 10.6916 -1.8538 -0.628
O 0.8890 8.6622 -0.9629 -0.469
F 2.6812 7.3359 -0.1107 -0.398
F 1.1459 6.3849 -1.6229 -0.343
Li -6.7081 -5.2947 -0.9303 0.651
Na 5.5650 -3.6706 -1.3882 0.237
F -1.8878 2.2394 0.8974 -0.892


[3]
12
Properties=species:S:1:pos:R:3:lowdin_spin:R:1 method="wB97M-V/def2-TZVPD" de_lowest_kcal_mol=58.9 orbital_gap_ev="6.55 / 7.70" homo_ev="-5.82 / -11.28" multiplicity=3 lumo_ev="0.73 / -3.58"
C -1.0272 1.9300 0.2490 0.021
C 0.6881 -0.8451 -0.9843 0.201
C -0.8361 1.0769 1.4180 0.086
N -1.1801 2.4712 -0.7470 0.032
O -0.7819 -1.7155 0.9856 0.530
O 0.5018 0.3363 1.2813 0.243
S 0.5831 -1.2930 0.7727 0.851
H 1.0176 -1.7210 -1.5807 0.013
H 1.2187 0.0537 -1.1508 0.012
H -0.2560 -0.4068 -1.3541 0.003
H -0.6918 1.7688 2.2319 0.007
H -1.5966 0.2056 1.2513 0.003


[4]
13
Properties=species:S:1:pos:R:3:mulliken_charge:R:1 method="wB97M-V/def2-TZVPD" de_lowest_kcal_mol=25.9 orbital_gap_ev=8.25 homo_ev=-4.25 lumo_ev=4.00 total_charge=-1
C 0.7541 -2.0043 0.7675 -0.931
C 1.6366 -1.0423 -0.1391 0.576
O 0.9786 -0.2570 -0.8639 -0.782
O 2.8910 -1.0950 -0.0035 -0.726
H 1.4498 -2.6665 1.2942 0.321
H 0.0842 -2.5956 0.1959 0.258
H 0.3632 -1.5207 1.6539 0.268
C -1.5707 2.1566 -0.6522 -0.461
O -1.2616 1.0679 0.1811 -0.481
H -0.4152 0.6688 -0.0235 0.389
H -2.6612 2.2471 -0.3984 0.156
H -1.0406 3.0937 -0.3196 0.186
H -1.2081 1.9475 -1.6924 0.228


[5]
128
Properties=species:S:1:pos:R:3:mulliken_charge:R:1 method="wB97M-V/def2-TZVPD" de_lowest_kcal_mol=0.0 orbital_gap_ev=6.18 homo_ev=-4.27 lumo_ev=1.92 total_charge=-1
Rb 0.1379 0.0009 0.3715 0.278
C 3.0017 6.2616 0.6826 -1.119
N 1.9836 5.3011 0.3206 0.428
C 0.6431 5.8452 0.3257 -0.894
C 2.1746 3.9326 0.6259 0.007
N 1.8387 2.9635 -0.1314 0.696
C 1.3298 3.2326 -1.4628 -1.281
C -0.1877 3.0406 -1.5662 -1.252
N -0.6430 1.6759 -1.8232 2.020
C -0.1809 1.1296 -3.1001 -2.773
C 0.5503 -0.2123 -3.0303 0.434
N 1.7798 -0.1529 -2.2723 0.100
C 2.8231 -0.7809 -2.6573 0.133
N 2.9125 -1.7627 -3.6618 0.847
C 3.7668 -1.5284 -4.8009 -1.249
C 1.8993 -2.7836 -3.8249 -1.193
N 4.0398 -0.5115 -2.0489 0.144
C 5.0025 -1.5742 -1.8179 -1.098
C 4.0448 0.4928 -1.0028 -0.904
C -2.1020 1.6032 -1.6758 -1.608
C -2.6602 0.2171 -1.3068 0.653
N -2.7114 0.0382 0.1312 0.839
C -3.8266 -0.0714 0.7406 -0.521
N -5.1228 0.1124 0.1847 0.471
C -5.8326 -1.0924 -0.1891 -1.074
C -5.4213 1.2885 -0.5944 -1.078
N -3.8757 -0.4616 2.0590 0.366
C -2.6705 -0.8214 2.7859 -0.512
C -5.0010 -0.1610 2.9144 -1.176
N 2.8389 3.6884 1.8234 0.085
C 3.2885 2.3159 2.0100 -0.518
C 2.1947 4.2749 3.0017 -0.997
H 3.0577 7.0334 -0.0912 0.309
H 2.7985 6.7685 1.6358 0.350
H 3.9678 5.7690 0.7569 0.337
H 0.3849 6.2770 1.3041 0.325
H 0.5507 6.6349 -0.4264 0.310
H -0.0858 5.0738 0.1002 0.290
H 1.5745 4.2492 -1.7932 0.361
H 1.8180 2.5324 -2.1455 0.613
H -0.6241 3.3256 -0.6088 0.489
H -0.5888 3.7343 -2.3293 0.060
H -1.0427 0.9865 -3.7675 0.367
H 0.4706 1.8557 -3.5965 0.604
H -0.0998 -0.9478 -2.5442 -0.236
H 0.6935 -0.5395 -4.0670 0.563
H 4.5397 -0.8080 -4.5394 0.388
H 4.2568 -2.4566 -5.1142 0.324
H 3.2038 -1.1398 -5.6611 0.283
H 1.2284 -2.8028 -2.9692 0.186
H 1.2913 -2.6401 -4.7256 0.398
H 2.3754 -3.7676 -3.9004 0.300
H 4.8452 -2.3884 -2.5187 0.388
H 6.0182 -1.1902 -1.9430 0.316
H 4.9141 -1.9659 -0.7969 0.261
H 3.4373 1.3493 -1.2758 0.204
H 3.6420 0.0933 -0.0629 0.137
H 5.0748 0.8120 -0.8277 0.360
H -2.3849 2.2865 -0.8736 0.348
H -2.5897 1.9628 -2.5990 0.305
H -3.6228 0.0658 -1.8011 0.362
H -2.0106 -0.5669 -1.7039 -1.315
H -5.5063 -1.9175 0.4432 0.345
H -6.9124 -0.9603 -0.0595 0.283
H -5.6451 -1.3748 -1.2352 0.334
H -4.7230 2.0857 -0.3425 0.313
H -5.3749 1.1251 -1.6794 0.328
H -6.4327 1.6403 -0.3602 0.310
H -1.8329 -0.8959 2.1085 -0.367
H -2.4428 -0.0644 3.5435 0.346
H -2.8117 -1.7882 3.2730 0.358
H -5.9332 -0.1537 2.3591 0.382
H -5.0615 -0.9285 3.6890 0.381
H -4.8844 0.8084 3.4188 0.261
H 2.4619 1.6048 2.0333 -0.253
H 3.9541 2.0403 1.1938 0.369
H 3.8367 2.2572 2.9510 0.358
H 2.3620 5.3505 3.0581 0.242
H 1.1184 4.0772 3.0264 0.209
H 2.6240 3.8229 3.8942 0.450
C 1.5693 -3.1458 -0.2011 0.412
O 1.6875 -2.1313 0.7911 0.524
C 2.7017 -2.2241 1.6862 0.612
C 3.7574 -3.1179 1.5251 -0.861
C 4.7992 -3.1506 2.4436 -0.805
C 4.7971 -2.2839 3.5226 -1.052
C 3.7458 -1.3918 3.6808 -0.189
C 2.6810 -1.3491 2.7896 -0.305
N 1.6022 -0.4017 2.8952 1.138
N 1.5949 0.1499 4.0286 -0.700
C 0.7155 1.1578 4.3464 -0.912
C -0.2351 1.7722 3.4622 -0.527
O -0.3524 1.5284 2.2418 0.499
C -1.1302 2.7616 4.0628 -0.499
C -1.0182 3.1675 5.3399 -0.819
C -0.0144 2.6270 6.2121 0.949
C 0.1083 3.0826 7.5359 -0.928
C 1.0556 2.5642 8.3828 -0.518
C 1.9049 1.5551 7.9021 -0.789
C 1.7988 1.0920 6.6139 -0.444
C 0.8378 1.6165 5.7159 1.085
H 2.3577 -3.0351 -0.9551 0.385
H 0.5876 -3.0213 -0.6505 -1.763
H 1.6247 -4.1333 0.2588 0.696
H 3.7650 -3.7886 0.6785 0.474
H 5.6123 -3.8520 2.3004 0.396
H 5.6106 -2.2921 4.2372 0.385
H 3.7335 -0.6961 4.5078 0.266
H -1.8849 3.1645 3.3965 0.531
H -1.6947 3.9171 5.7400 0.282
H -0.5704 3.8577 7.8769 0.372
H 1.1429 2.9200 9.4015 0.371
H 2.6557 1.1279 8.5570 0.382
H 2.4513 0.3051 6.2668 0.399
S -1.6219 -3.6185 0.9094 -0.354
C -2.0382 -3.7103 -0.7325 0.098
N -1.6300 -2.9737 -1.7491 0.068
C -2.2523 -3.3390 -2.9285 -0.642
C -2.0544 -2.7210 -4.1662 0.109
C -2.7383 -3.1743 -5.2829 -0.873
C -3.6301 -4.2429 -5.1920 -0.460
C -3.8492 -4.8624 -3.9700 -0.581
C -3.1664 -4.4087 -2.8500 0.443
S -3.2327 -4.9430 -1.2049 -0.385
H -1.3713 -1.8864 -4.2439 0.510
H -2.5784 -2.6883 -6.2383 0.396
H -4.1570 -4.5871 -6.0733 0.345
H -4.5462 -5.6882 -3.8907 0.384


[6]
31
Properties=species:S:1:pos:R:3:mulliken_charge:R:1 method="wB97M-V/def2-TZVPD" de_lowest_kcal_mol=15.7 orbital_gap_ev=9.88 homo_ev=-10.17 lumo_ev=-0.29
Ar 5.5408 11.5813 -5.7496 0.013
O 3.8302 14.8282 -4.8718 -0.678
H 4.0143 14.5622 -5.7728 0.395
H 2.9253 15.1394 -4.8936 0.312
O 4.2730 14.3231 -7.6402 -0.690
H 4.9058 13.6954 -7.9891 0.345
H 3.4256 14.0115 -7.9582 0.312
O 3.5661 12.5102 -3.3167 -0.732
H 3.7478 13.1806 -3.9752 0.322
H 3.2267 11.7681 -3.8170 0.305
O 6.6423 7.9192 -4.9420 -0.628
H 7.3483 8.5163 -5.1897 0.342
H 6.4681 8.1219 -4.0229 0.327
O 8.6676 9.7533 -6.1864 -0.652
H 9.0172 8.9104 -6.4755 0.315
H 8.4641 10.2195 -6.9973 0.318
O 2.4806 9.2513 -5.9045 -0.587
H 1.5439 9.0584 -5.8664 0.293
H 2.7316 9.0453 -6.8050 0.303
O 7.9040 14.0716 -4.2910 -0.609
H 7.8873 14.7768 -4.9380 0.302
H 8.5072 13.4246 -4.6567 0.304
O 4.0978 10.5009 -1.5579 -0.629
H 4.6370 10.7955 -0.8239 0.327
H 4.0544 11.2574 -2.1427 0.431
O 5.9978 12.7167 -9.3524 -0.652
H 6.5817 11.9592 -9.3907 0.352
H 5.4260 12.6177 -10.1137 0.297
O 8.4150 11.6758 -8.4975 -0.688
H 8.7434 11.3435 -9.3330 0.310
H 8.3993 12.6266 -8.6068 0.324